Below is C30H30Cl2IN8O6Ta as an isolated structure, with properties calculated with the ωB97M-V functional and the def2-TZVPD basis.

LUMO in eV: -5.86
ΔE to the lowest compared entry with this formula, charge and spin in eV: 0.000
M in g/mol: 977.38
DFT total energy in Ha: -3325.56221
Kohn-Sham gap in eV: 7.23
Strongest force on any atom in Eh/bohr: 0.0078
Highest occupied orbital energy in eV: -13.096

```
! wB97M-V def2-TZVPD RIJCOSX def2/J DEFGRID3
* xyz 2 1
Ta 0.9612 -0.2625 0.0878
O -0.1191 0.9048 1.1719
C -0.9854 0.9384 2.1981
C -1.5234 2.1498 2.6139
C -2.4357 2.1697 3.6532
C -2.8283 0.9917 4.2925
C -2.2760 -0.2063 3.9001
C -1.3412 -0.2499 2.8526
C -0.6837 -1.4812 2.5513
N 0.2387 -1.6287 1.6536
N 0.8533 -2.8796 1.6699
C 1.9314 -2.8441 0.9746
O 2.2798 -1.6894 0.3623
C 2.7987 -4.0039 0.7920
C 2.3651 -5.2674 1.1957
C 3.1960 -6.3584 1.0268
C 4.4546 -6.1967 0.4606
C 4.8874 -4.9407 0.0589
C 4.0602 -3.8429 0.2203
H -1.2066 3.0574 2.1186
H -2.8484 3.1152 3.9783
H -3.5467 1.0238 5.0983
H -2.5450 -1.1276 4.4000
H -0.9160 -2.3592 3.1493
H 1.3851 -5.3786 1.6369
H 2.8642 -7.3386 1.3383
H 5.1007 -7.0544 0.3339
H 5.8708 -4.8172 -0.3723
H 4.3940 -2.8573 -0.0737
N 1.8926 -0.7114 -2.0326
C 0.8589 -0.3857 -3.0272
C 1.1649 -1.0030 -4.3924
C 0.2818 -0.5852 -5.5686
C 0.1799 0.9233 -5.7794
N -0.8293 1.5426 -4.9332
C -2.1359 1.3850 -5.0894
N -2.6288 0.8179 -6.1887
N -2.9569 1.8186 -4.1289
C -0.4808 -0.7804 -2.4114
O -1.4995 -0.8533 -3.0313
O -0.4209 -0.9881 -1.0709
H 2.7217 -0.1431 -2.1733
H 2.1757 -1.6854 -2.1070
H 0.8397 0.7072 -3.0848
H 1.1413 -2.0926 -4.3001
H 2.1958 -0.7269 -4.6347
H -0.7189 -1.0032 -5.4513
H 0.7127 -1.0258 -6.4679
H -0.0273 1.1446 -6.8302
H 1.1229 1.4218 -5.5486
H -0.5171 2.1303 -4.1700
H -2.0548 0.6285 -6.9914
H -3.6045 0.5875 -6.2532
H -2.6590 1.7414 -3.1502
H -3.9508 1.7456 -4.2774
Cl 3.5593 6.4232 1.8069
C 3.0061 4.9599 1.0919
C 3.1839 3.7566 1.7680
C 2.7305 2.5925 1.1819
Cl 2.9555 1.0460 1.9529
C 2.1051 2.5764 -0.0637
O 1.7423 1.4050 -0.5943
C 1.9272 3.7963 -0.7348
C 1.2512 3.9129 -2.0390
O 0.7370 3.0043 -2.6630
C 2.3865 4.9757 -0.1462
H 3.6704 3.7324 2.7328
H 1.2463 4.9373 -2.4508
H 2.2540 5.9177 -0.6623
I -5.5521 0.6558 1.2585
C -4.0321 1.5609 0.2032
C -3.7172 2.9001 0.1701
N -2.6290 3.0128 -0.6135
N -2.2142 1.8309 -1.1049
C -3.0718 0.9423 -0.6098
H -4.1792 3.7492 0.6439
H -2.1346 3.8523 -0.8573
H -2.9795 -0.1012 -0.8611
*
```

***

Below is C30H30F36N3O24S6V as an isolated structure at a distorted geometry, with properties calculated with the ωB97M-V functional and the def2-TZVPD basis.

LUMO (alpha / beta) in eV: -1.91 / -1.37
ΔE to the lowest compared entry with this formula, charge and spin in eV: 0.000
M in g/mol: 1743.84
DFT total energy in Ha: -10059.52040
Kohn-Sham gap (alpha / beta) in eV: 9.13 / 9.68
Strongest force on any atom in Eh/bohr: 0.0812
Expectation value of S²: 2.009
Highest occupied orbital energy (alpha / beta) in eV: -11.044 / -11.044

```
! wB97M-V def2-TZVPD RIJCOSX def2/J DEFGRID3
* xyz 0 3
V 15.5832 11.2135 14.4687
C 14.9102 15.0792 14.8591
F 13.8560 14.5769 14.2426
F 15.5585 16.0006 14.0763
F 14.4983 15.7319 15.9604
S 16.1749 13.7709 15.3020
O 16.5039 12.9713 14.0696
O 17.2499 14.4790 15.9006
N 15.3442 12.7253 16.1388
S 15.0956 12.8799 17.7124
O 15.4025 11.5846 18.2034
O 15.6639 14.0831 18.2272
C 13.2557 13.2027 17.8172
F 12.6927 13.4602 16.6287
F 12.5955 12.0958 18.3249
F 13.0187 14.2121 18.6889
C 18.3544 10.6165 17.3138
F 19.5890 10.1702 17.2801
F 17.7503 10.2619 18.4087
F 18.3989 12.0071 17.2950
S 17.4212 9.6666 15.9824
O 17.8166 8.3502 16.2716
O 15.9747 10.0414 16.1452
N 17.6475 10.4124 14.5605
S 19.1743 10.5990 13.8639
O 18.9601 11.6227 12.8824
O 20.1965 10.7363 14.8337
C 19.5903 8.9575 13.0446
F 19.1138 7.8727 13.7776
F 18.9554 8.8878 11.8670
F 20.9172 8.9516 13.0107
C 11.2910 10.5886 14.0509
F 10.6486 11.6057 13.5377
F 11.2794 10.5282 15.4075
F 10.6864 9.4750 13.5463
S 13.0440 10.5889 13.3888
O 12.8378 10.3508 12.0187
O 13.6301 11.8941 13.8571
N 14.0521 9.6359 14.1365
S 14.3218 8.1315 13.7080
O 13.6305 7.8775 12.4898
O 15.7494 7.9595 13.7981
C 13.3561 7.2400 15.0297
F 12.1162 7.6504 14.9050
F 13.4895 5.9305 14.7582
F 13.6522 7.5560 16.2761
C 14.5659 17.9294 11.8440
C 13.2292 17.5420 11.2236
O 12.6672 16.4802 12.0252
C 11.3881 16.3409 11.7858
O 10.6396 16.9446 11.1238
C 11.0581 14.9940 12.4095
F 11.5107 14.9166 13.7457
F 9.7536 14.7846 12.4805
F 11.5990 13.9557 11.7996
H 15.3200 17.1443 11.7685
H 14.2628 18.1893 12.8747
H 14.9768 18.8564 11.4091
H 13.3418 17.0552 10.2687
H 12.5273 18.3977 11.0460
C 20.2967 14.6982 13.2468
C 19.8706 16.0264 13.7858
O 19.8212 16.9946 12.7237
C 18.7283 17.0974 11.9440
O 17.6403 16.6535 12.1598
C 19.0588 17.9861 10.6970
F 17.8859 18.3693 10.2238
F 19.7509 19.0559 10.9387
F 19.7228 17.2583 9.8322
H 20.3438 14.0033 14.1173
H 21.2051 14.7989 12.5845
H 19.5649 14.3381 12.4960
H 20.5535 16.4756 14.4676
H 18.8615 15.9538 14.2122
C 13.5301 17.7370 18.2599
C 12.5191 17.6883 17.1125
O 11.1915 17.8354 17.7159
C 10.1589 17.7898 16.9467
O 10.2411 17.6383 15.7728
C 8.7920 18.2052 17.5881
F 8.7761 17.9910 18.9073
F 8.6568 19.5477 17.4745
F 7.8233 17.6176 16.9240
H 13.1950 17.1637 19.1294
H 13.5187 18.7731 18.6211
H 14.5039 17.3869 17.9792
H 12.5545 16.7729 16.5707
H 12.6399 18.4946 16.4069
C 18.8384 17.9556 20.4715
C 18.5321 16.5757 20.9896
O 17.6261 16.6621 22.0793
C 18.1468 16.7929 23.2520
O 19.2945 16.8291 23.6175
C 16.9145 16.7701 24.2178
F 15.8066 16.9953 23.5322
F 16.7619 15.6105 24.7552
F 17.0701 17.7269 25.0942
H 19.3260 18.6081 21.1871
H 17.8953 18.4076 20.2335
H 19.4587 17.9000 19.5602
H 19.4602 16.1465 21.3508
H 17.9734 16.0605 20.2162
C 16.8856 8.2792 9.4506
C 16.0907 8.8386 10.5905
O 16.2503 10.3779 10.2971
C 15.9589 11.2729 11.2194
O 15.8122 11.0162 12.4150
C 15.6213 12.6937 10.7231
F 14.9583 13.3752 11.6560
F 16.7089 13.3905 10.3661
F 14.8247 12.5745 9.6493
H 17.9239 8.7338 9.4510
H 16.3072 8.4362 8.5125
H 16.8919 7.1996 9.5430
H 16.4779 8.6634 11.6145
H 14.9634 8.6509 10.5082
C 13.9357 13.5598 24.4870
C 14.3944 13.7351 23.0555
O 15.1142 12.6036 22.5689
C 16.2135 12.8936 21.8750
O 16.7140 13.8817 21.5090
C 16.7886 11.4822 21.4850
F 17.1563 10.7246 22.5334
F 15.8492 10.8044 20.7365
F 17.8298 11.6620 20.7413
H 13.1252 14.2157 24.7423
H 14.7080 13.6665 25.2510
H 13.4877 12.6043 24.6242
H 14.9498 14.6338 22.9302
H 13.4720 13.8946 22.4329
*
```

***

M of number 2 (C30H30F36N3O24S6V)? 1743.84 g/mol